DFT (ωB97M-V/def2-TZVPD) results for 9 unconnected molecules or ions with the total composition C15H11BCl32N2S2 in a non-equilibrium geometry.

XYZ file:
```
63
C15H11BCl32N2S2, DFT ωB97M-V/def2-TZVPD
B 0.5724 -2.1459 5.4450
C 2.0250 -1.6859 5.0317
C 2.6470 -2.5715 3.9293
C 2.4304 -2.0581 2.4892
S 3.9774 -1.3540 1.7943
C 3.5987 0.2202 1.1060
S 4.5004 0.8550 -0.0757
N 2.4874 0.9047 1.6525
C 1.4246 1.3650 0.9107
C 0.5948 1.9310 1.8444
N 1.1277 1.8247 3.1052
C 2.2713 1.2111 2.9613
H -0.3494 -1.6973 4.8344
H 0.4271 -2.8884 6.3631
H 2.6628 -1.7692 5.9193
H 1.9942 -0.6251 4.7788
H 3.7261 -2.6178 4.0953
H 2.2873 -3.6012 4.0002
H 2.2343 -2.9212 1.8492
H 1.5940 -1.3673 2.3781
H 1.3376 1.2502 -0.1549
H -0.3551 2.3831 1.6047
H 2.9605 0.9441 3.7453
Cl 3.7069 6.0954 2.9997
C 2.1526 6.0125 2.1581
Cl 1.7288 4.3188 1.8610
Cl 0.9023 6.7627 3.1570
Cl 2.2732 6.8793 0.6178
Cl 1.0960 0.7674 -2.7803
C 1.2064 -0.9926 -2.9282
Cl -0.3734 -1.6363 -3.3696
Cl 2.3960 -1.4190 -4.1598
Cl 1.7036 -1.6605 -1.3697
Cl -3.0689 -2.5894 1.3683
C -2.9890 -1.7642 -0.1931
Cl -1.4654 -0.8789 -0.3106
Cl -3.0869 -2.9624 -1.4955
Cl -4.3370 -0.6368 -0.3411
Cl -0.5198 -5.9368 -7.2423
C -0.1113 -4.6713 -6.0800
Cl -1.3327 -4.6273 -4.8032
Cl 1.4681 -5.0116 -5.3657
Cl -0.0625 -3.1080 -6.9011
Cl -6.2805 -1.3609 -2.7426
C -7.4327 -0.1509 -3.3100
Cl -8.9806 -0.9237 -3.6691
Cl -7.6619 1.0699 -2.0506
Cl -6.8062 0.6218 -4.7702
Cl 0.1592 3.7660 -2.7626
C -1.2177 4.0788 -3.8260
Cl -0.7505 5.2493 -5.0709
Cl -1.7183 2.5704 -4.5965
Cl -2.5561 4.7303 -2.8778
Cl 2.4114 5.6986 -4.3002
C 4.0641 5.3318 -3.7995
Cl 4.6277 6.5670 -2.6689
Cl 4.0917 3.7508 -3.0051
Cl 5.1211 5.3011 -5.2153
Cl -4.9878 -5.7862 5.6103
C -4.9094 -4.9672 4.0484
Cl -3.3850 -4.0780 3.9266
Cl -4.9949 -6.1596 2.7483
Cl -6.2571 -3.8365 3.9025
```

The value obtained for the molar mass is 1428.71 g mol⁻¹. As for the charge: 0. As for the SMILES: BCCCSC(=S)n1ccnc1.ClC(Cl)(Cl)Cl.ClC(Cl)(Cl)Cl.ClC(Cl)(Cl)Cl.ClC(Cl)(Cl)Cl.ClC(Cl)(Cl)Cl.ClC(Cl)(Cl)Cl.ClC(Cl)(Cl)Cl.ClC(Cl)(Cl)Cl. As for the multiplicity: 1.

Löwdin population analysis, charges in e, atoms 1 to 5:
1. B 0.034
2. C -0.230
3. C -0.265
4. C -0.434
5. S 0.933

=====

DFT (ωB97M-V/def2-TZVPD) results for 3 unconnected molecules or ions with the total composition C3H3NO2 in a non-equilibrium geometry.

XYZ file:
```
9
C3H3NO2, DFT ωB97M-V/def2-TZVPD
C 0.2885 -1.4832 -1.1002
O -0.5264 -0.9044 -0.4218
C -1.8096 0.7398 1.6425
O -2.5054 0.0034 2.1541
C 1.0486 1.7032 0.1900
N 1.8002 2.5745 0.2798
H 0.3453 0.8873 0.1137
H 1.3522 -1.1810 -1.1220
H 0.0065 -2.3397 -1.7361
```

The value obtained for the molar mass is 85.06 g mol⁻¹. As for the charge: 0. As for the multiplicity: 1. As for the relative energy (zero: lowest compared OMol25 entry of this formula, charge and spin): 56.2 kcal per mole.

Löwdin population analysis, charges in e, atoms 1 to 5:
1. C -0.098
2. O -0.062
3. C 0.013
4. O 0.043
5. C -0.103

=====

DFT (ωB97M-V/def2-TZVPD) results for C5H9N in the gas phase in a non-equilibrium geometry.

XYZ file:
```
15
C5H9N, DFT ωB97M-V/def2-TZVPD
C -1.5725 -2.0283 -1.4313
C -0.5897 -1.3128 -0.5611
C -0.6038 -0.7145 0.6406
C 0.1002 0.5797 0.9804
C 1.2314 0.9683 0.3667
N 1.4069 2.4335 0.2649
H -2.3210 -2.4091 -0.7457
H -1.0787 -2.7932 -2.0301
H -2.1272 -1.2645 -2.0825
H 0.4208 -1.2651 -0.9800
H -1.4727 -0.9414 1.2217
H 0.0905 0.8874 1.9455
H 1.9528 0.1267 0.2467
H 1.6699 2.8115 1.1865
H 1.6237 2.8596 -0.5873
```

The value obtained for the molar mass is 83.13 g mol⁻¹. As for the charge: 0. As for the SMILES: C/C=C/C=C/N. As for the multiplicity: 1. As for the relative energy (zero: lowest compared OMol25 entry of this formula, charge and spin): 100.9 kcal per mole.

Löwdin population analysis, charges in e, atoms 1 to 5:
1. C -0.102
2. C -0.203
3. C -0.114
4. C -0.113
5. C -0.188

=====

no.,gap between HOMO and LUMO (eV)
1,8.4
2,11.3
3,7.9